C15H29Br3NO13S2Tl as an isolated structure at a distorted geometry, computed with ωB97M-V/def2-TZVPD.

For the electronic energy, the calculation gives -280592.08517 eV. As for the frontier orbital gap: 1.3973 eV. Its HOMO energy is -0.504 Eh. The energy relative to the best compared isomer or geometry (same formula, charge and spin) comes out at 103.3 kcal per mole.

ORCA input file:
```
! wB97M-V def2-TZVPD RIJCOSX def2/J DEFGRID3
* xyz 2 1
Tl 6.83587 -10.61369 11.97795
N 2.05653 -15.24416 11.19265
O 0.97355 -15.83491 11.38053
O 2.34009 -14.04925 11.35922
O 3.09684 -15.79676 10.90470
O 0.70596 -8.40720 14.48925
C -0.44541 -7.87977 14.83634
O -1.18179 -8.55763 15.72927
C -2.30599 -7.92397 16.12865
C -2.50001 -6.87659 15.00181
C -1.16023 -6.61488 14.35622
H -2.18199 -7.24505 16.97233
H -3.16424 -8.50294 16.46968
H -2.76959 -5.89953 15.40279
H -3.32165 -7.15558 14.34215
H -0.45177 -5.93475 14.82910
H -1.09213 -6.43008 13.28416
O 4.20686 -14.13601 16.58463
C 3.50990 -15.08183 16.91430
O 2.22515 -14.93411 17.09897
C 1.45464 -16.14018 17.40994
C 2.47103 -17.15531 17.16473
C 3.83638 -16.49063 17.09887
H 0.52104 -16.24869 16.85794
H 1.20938 -16.12132 18.47182
H 2.24446 -17.66106 16.22612
H 2.52225 -17.90918 17.95032
H 4.64507 -16.87353 16.47637
H 4.27258 -16.51667 18.09745
O 9.79617 -18.79732 13.97065
S 9.93151 -17.70767 13.01107
O 9.35138 -16.33170 13.13108
O 11.55607 -17.51431 12.81627
C 12.37208 -17.49373 13.94696
C 13.78648 -18.00539 13.69182
C 9.50274 -18.44789 11.38510
H 12.07445 -18.02294 14.85219
H 12.40331 -16.45323 14.27021
H 13.78279 -19.08708 13.55754
H 14.45600 -17.79683 14.52629
H 14.21725 -17.53081 12.81016
H 10.42932 -19.00755 11.25727
H 9.41867 -17.59482 10.71182
H 8.70147 -19.09638 11.73939
O 2.24010 -22.52681 6.98029
S 1.34228 -22.56078 8.20722
O 0.19667 -23.42220 8.25451
O 2.28218 -22.71692 9.63633
C 1.65189 -23.06743 10.84855
C 2.53916 -22.86179 12.16547
C 0.68900 -20.89519 8.37938
H 1.39593 -24.11943 10.97459
H 0.69352 -22.55685 10.94304
H 2.00499 -23.31914 12.99830
H 2.80342 -21.84552 12.45780
H 3.53298 -23.29242 12.04313
H -0.15979 -20.89338 9.06324
H 0.49794 -20.51800 7.37473
H 1.32723 -20.05383 8.64936
C -3.42223 -12.07109 8.28251
Br -3.49523 -12.38894 6.25929
Br -4.59804 -13.33307 9.35886
Br -3.63389 -10.19102 8.93627
H -2.43295 -12.42844 8.56836
*
```



A 7-piece molecular cluster, C15H29Cl12N3O3 overall, computed with ωB97M-V/def2-TZVPD.

Its SMILES is ClC(Cl)(Cl)Cl.ClC(Cl)(Cl)Cl.CN(C)C=O.CN(C)C=O.CN(C)C=O.ClCCCl.ClCCCl. For the electronic energy, the calculation gives -176907.53698 eV. As for the frontier orbital gap: 8.8125 eV. Its HOMO energy is -0.317 Eh. The energy relative to the best compared isomer or geometry (same formula, charge and spin) comes out at 0.0 kcal per mole.

ORCA input file:
```
! wB97M-V def2-TZVPD RIJCOSX def2/J DEFGRID3
* xyz 0 1
Cl -2.48408 -3.69771 -1.19829
C -4.07298 -3.38470 -0.47836
C -4.21792 -1.94810 -0.01964
Cl -3.13849 -1.57582 1.33504
H -4.23151 -4.05721 0.36237
H -4.84494 -3.60140 -1.21592
H -5.24130 -1.84086 0.34210
H -4.04294 -1.24308 -0.82603
Cl 1.41916 -1.86137 -1.33072
C 0.41773 -1.68564 0.14505
C 0.20363 -0.25541 0.54517
Cl -0.58232 0.69873 -0.73017
H 0.94351 -2.21494 0.93299
H -0.53823 -2.15701 -0.06955
H 1.12577 0.22972 0.85389
H -0.45584 -0.25312 1.41496
C -2.41587 3.58193 -0.55037
O -2.30096 3.39501 -1.74678
N -3.13926 4.58053 0.00084
C -3.09237 4.84882 1.40808
C -3.70070 5.62592 -0.83654
H -1.93698 2.92009 0.18804
H -2.64437 4.01214 1.94436
H -4.08697 4.98134 1.84215
H -2.51914 5.76122 1.61072
H -3.87224 5.23610 -1.83286
H -4.65608 5.93823 -0.41228
H -3.02549 6.48529 -0.83648
C -0.04833 5.27426 -3.30002
O -0.28900 6.22487 -4.01560
N 0.59559 4.15616 -3.69964
C 0.92613 3.08605 -2.77381
C 0.92263 3.98767 -5.09214
H -0.34613 5.20839 -2.23956
H 0.64602 3.35252 -1.75926
H 2.00866 2.91591 -2.78291
H 0.43785 2.15706 -3.06593
H 0.11240 4.38298 -5.70498
H 1.81724 4.56122 -5.35743
H 1.08187 2.93533 -5.31032
C 3.43026 -1.80358 2.97627
O 2.56184 -1.10525 2.47874
N 4.42747 -2.38355 2.27344
C 5.52771 -3.05653 2.91959
C 4.46135 -2.22633 0.83534
H 3.48510 -1.97225 4.06206
H 5.30157 -3.25214 3.96780
H 6.43917 -2.45092 2.89857
H 5.72412 -4.01437 2.43671
H 4.92446 -3.10302 0.37455
H 3.46424 -2.20621 0.40878
H 5.02064 -1.33842 0.53353
C 1.86337 -5.73983 -1.01082
Cl 0.60368 -5.07016 -2.04998
Cl 1.72948 -7.49978 -0.98797
Cl 3.44237 -5.27611 -1.62407
Cl 1.62824 -5.13246 0.62658
C -0.94600 -3.83114 4.63662
Cl -0.09316 -5.12765 5.45541
Cl -0.00978 -3.28207 3.24764
Cl -2.52349 -4.41968 4.06946
Cl -1.19638 -2.46968 5.73158
*
```



A 3-piece molecular cluster, C15H29F2N2O8S2 overall at a distorted geometry, computed with ωB97M-V/def2-TZVPD.

For the electronic energy, the calculation gives -62480.86334 eV. As for the frontier orbital gap: 6.3962 eV. Its HOMO energy is -0.164 Eh. The energy relative to the best compared isomer or geometry (same formula, charge and spin) comes out at 213.6 kcal per mole.

ORCA input file:
```
! wB97M-V def2-TZVPD RIJCOSX def2/J DEFGRID3
* xyz -1 1
C 1.91950 2.37500 2.01850
C 1.01141 1.33365 1.07657
O 1.36772 1.44152 -0.36123
C 0.93787 0.24502 -1.11025
C -0.43727 0.55031 -2.01013
O -1.14487 1.63845 -1.31354
C -2.57463 1.69577 -1.69690
C -3.45083 0.50075 -0.99046
C -2.74944 0.14729 0.44966
O -2.18781 -1.08423 0.59931
O -2.61495 1.05497 1.60416
N -4.94208 0.74740 -0.93503
C -5.32066 1.87020 0.00664
C -6.94922 2.24694 -0.05353
F -7.30045 3.13109 -1.19102
C -5.65332 -0.55550 -0.58995
O -6.30266 -1.15610 -1.62421
N -5.71916 -1.15996 0.79487
C -5.05726 -2.51773 0.87997
O -4.81738 -3.35315 -0.13655
F -4.60020 -2.93779 2.25760
H 2.58780 3.00861 1.28771
H 2.52971 1.80867 2.84199
H 1.18988 3.11770 2.55684
H -0.10417 1.66828 1.23999
H 1.13102 0.23146 1.49824
H 1.77303 -0.06005 -1.90386
H 0.76787 -0.71085 -0.43609
H -0.19363 0.77102 -3.14179
H -1.03324 -0.48401 -1.99681
H -2.64917 1.51878 -2.87517
H -2.94609 2.78298 -1.47355
H -3.30103 -0.46496 -1.67582
H -5.12611 1.60510 1.15427
H -4.77540 2.88938 -0.29216
H -7.63768 1.30232 0.04495
H -7.14540 2.89006 0.93275
H -6.72803 -1.27866 1.07205
C 5.46331 -0.11344 0.99942
S 5.82356 1.36792 1.97394
O 4.53374 2.11166 2.15661
C 6.76598 2.21918 0.68712
H 4.84264 -0.78138 1.60089
H 4.92415 0.15917 0.08905
H 6.39727 -0.62052 0.74533
H 6.14810 2.35159 -0.20442
H 7.65929 1.63956 0.44257
H 7.06513 3.19889 1.06800
C 2.60253 -4.25019 -0.29783
S 3.77919 -2.88118 -0.17467
O 3.42011 -1.88183 -1.23416
C 5.21461 -3.80876 -0.76447
H 1.61450 -3.88491 -0.00885
H 2.56498 -4.62043 -1.32510
H 2.90262 -5.05290 0.38009
H 5.01977 -4.20533 -1.76394
H 5.43341 -4.62528 -0.07224
H 6.07142 -3.13155 -0.80532
*
```



A 5-piece molecular cluster, C15H29IO8S overall at a distorted geometry, computed with ωB97M-V/def2-TZVPD.

Its SMILES is O=CO[C@@H](I)C[SH](=O)=O.CC(C)=O.CC(C)=O.CC(C)=O.CC(C)=O. For the electronic energy, the calculation gives -51339.56161 eV. As for the frontier orbital gap: 9.5174 eV. Its HOMO energy is -0.346 Eh. The energy relative to the best compared isomer or geometry (same formula, charge and spin) comes out at 2.7 kcal per mole.

ORCA input file:
```
! wB97M-V def2-TZVPD RIJCOSX def2/J DEFGRID3
* xyz 0 1
O 0.15036 1.22281 1.19576
C 0.24544 1.59885 0.05177
O -0.24743 2.77223 -0.41799
C -1.45511 3.22349 0.13356
I -2.99757 1.71162 0.13179
C -1.34329 3.81051 1.53497
S 0.09488 4.83828 1.79209
O 1.30765 4.14478 1.47613
O -0.14794 6.12801 1.20698
H 0.76770 1.01900 -0.70863
H -1.82787 3.97003 -0.55125
H -1.35359 3.02691 2.28583
H -2.20507 4.44366 1.72306
H 0.04698 4.98757 3.14110
C 4.84545 -1.05559 2.27683
C 3.43672 -0.87500 2.79426
O 2.84360 -1.78054 3.33031
C 2.81286 0.48498 2.60502
H 5.17786 -2.07229 2.47170
H 4.87583 -0.86739 1.20248
H 5.51860 -0.35600 2.77443
H 2.76596 0.72938 1.54532
H 3.41051 1.24290 3.11528
H 1.80825 0.48596 3.01205
C 3.65036 2.13329 -4.01832
C 2.26983 2.26842 -3.42562
O 1.71033 1.33184 -2.90423
C 1.61832 3.62546 -3.50877
H 4.00352 1.11291 -3.89207
H 3.62538 2.37564 -5.08160
H 4.33867 2.81650 -3.51891
H 1.51353 3.92605 -4.55243
H 2.22883 4.36528 -2.98903
H 0.63613 3.58562 -3.04456
C -3.07489 -3.68278 -1.82868
C -2.76510 -2.20722 -1.89560
O -3.47173 -1.38978 -1.35558
C -1.53063 -1.79704 -2.66266
H -3.97901 -3.84259 -1.24537
H -3.21862 -4.07948 -2.83495
H -2.24705 -4.21660 -1.35777
H -1.61190 -2.11937 -3.70174
H -0.64548 -2.25808 -2.22135
H -1.42155 -0.71520 -2.63189
C -2.87697 -3.15837 1.73697
C -3.56084 -4.50374 1.75361
O -4.60285 -4.69461 1.17340
C -2.87605 -5.60453 2.52853
H -3.46584 -2.45562 1.15118
H -2.77263 -2.77891 2.75441
H -1.88380 -3.25028 1.29303
H -2.77571 -5.31758 3.57614
H -1.88110 -5.78682 2.11947
H -3.46391 -6.51658 2.46151
*
```



C15H29NO5RuSSi2 as an isolated structure at a distorted geometry, computed with ωB97M-V/def2-TZVPD.

For the electronic energy, the calculation gives -56929.90305 eV. As for the frontier orbital gap (spin up / spin down): 8.0356 / 7.8496 eV. Its HOMO energy (spin up / spin down) is -0.195 / -0.188 Eh. The energy relative to the best compared isomer or geometry (same formula, charge and spin) comes out at 9.1 kcal per mole.

ORCA input file:
```
! wB97M-V def2-TZVPD RIJCOSX def2/J DEFGRID3
* xyz -1 2
Ru -1.40540 0.38665 -0.46478
C 0.45751 3.38725 0.96023
Si 1.42509 2.19825 -0.12314
C 3.18271 2.32583 0.59007
C 1.51962 2.69460 -1.92507
C 0.70614 0.45590 0.04841
C 0.32431 0.26360 1.46517
C 1.00805 0.07099 2.66658
C 0.26547 0.03214 3.83158
C -1.12514 0.17733 3.79342
C -1.75171 0.33429 2.57516
N -1.00831 0.36313 1.46999
Si 1.62353 -0.94552 -0.79525
C 1.53057 -2.52066 0.22796
C 3.48082 -0.62674 -0.99131
C 1.01657 -1.20919 -2.55396
H 0.80451 4.41226 0.80011
H 0.62729 3.13888 2.01282
H -0.61158 3.35749 0.75576
H 3.41688 3.39203 0.68515
H 3.95891 1.86864 -0.02118
H 3.24401 1.89887 1.59566
H 1.71583 3.76333 -2.03995
H 0.57871 2.47212 -2.42967
H 2.33162 2.15200 -2.41874
H 2.08493 -0.03265 2.67072
H 0.76648 -0.10483 4.78216
H -1.71310 0.16189 4.70039
H -2.82013 0.44972 2.45069
H 2.06374 -2.41307 1.17716
H 2.00561 -3.33907 -0.32373
H 0.49490 -2.78224 0.43205
H 3.97126 -0.40770 -0.04046
H 3.69568 0.19352 -1.68050
H 3.93966 -1.53168 -1.40346
H -0.06690 -1.31276 -2.59339
H 1.46278 -2.11376 -2.97792
H 1.30404 -0.36434 -3.18632
O -3.61705 2.03624 0.14944
S -3.09112 2.10684 -1.21721
O -3.73598 3.01708 -2.11923
O -3.06760 0.66318 -1.75972
O -1.57007 2.36011 -1.10092
C -1.94007 -3.73501 -1.09964
C -2.40026 -2.28980 -0.95947
C -3.67799 -2.18369 -0.13752
O -1.36238 -1.56484 -0.34166
H -2.68641 -4.33813 -1.62362
H -1.77240 -4.17124 -0.11122
H -1.00069 -3.78197 -1.65347
H -2.60272 -1.88709 -1.96365
H -3.48881 -2.55119 0.87578
H -4.48194 -2.78078 -0.57897
H -4.00945 -1.14619 -0.08131
*
```



A 2-piece molecular cluster, C15H29NO6 overall at a distorted geometry, computed with ωB97M-V/def2-TZVPD.

Its SMILES is CCCCCCCOC(=O)OCCCC(=O)O.CN(C)C=O. For the electronic energy, the calculation gives -29797.81476 eV. As for the frontier orbital gap: 10.2395 eV. Its HOMO energy is -0.360 Eh. The energy relative to the best compared isomer or geometry (same formula, charge and spin) comes out at 44.9 kcal per mole.

ORCA input file:
```
! wB97M-V def2-TZVPD RIJCOSX def2/J DEFGRID3
* xyz 0 1
C 1.44169 -1.95876 3.00848
C 1.70143 -2.67419 1.58643
C 2.49339 -1.77004 0.53020
C 1.67635 -0.48349 0.01819
C 2.63271 0.79624 -0.18346
C 2.86070 1.65883 1.14491
C 1.49395 2.35390 1.69219
O 1.29165 1.85148 3.04041
C -0.03411 1.43931 3.25477
O -0.56017 1.71486 4.36884
O -0.80795 0.69071 2.34057
C -2.18038 1.18143 2.24929
C -2.71286 0.99228 0.73080
C -3.54762 -0.35707 0.51621
C -2.69348 -1.69347 0.67500
O -3.17621 -2.60390 1.39357
O -1.44611 -1.95659 0.04719
H 0.41549 -1.43682 3.06089
H 1.38239 -2.80433 3.79448
H 2.28501 -1.26877 3.34520
H 2.36060 -3.59969 1.79281
H 0.68803 -3.03398 1.20975
H 3.52202 -1.43310 0.89410
H 2.68041 -2.43259 -0.39607
H 1.07839 -0.66799 -0.94733
H 0.92840 -0.21047 0.83848
H 3.63919 0.38023 -0.57290
H 2.22349 1.52619 -0.98041
H 3.66784 2.43934 0.93917
H 3.30005 0.96495 1.95793
H 0.68459 2.06509 0.94586
H 1.70486 3.48673 1.66980
H -2.20809 2.29111 2.49743
H -2.83661 0.55419 2.94463
H -3.44115 1.86306 0.51829
H -1.85854 1.12812 -0.03171
H -4.42425 -0.39441 1.25458
H -3.97797 -0.35174 -0.54762
H -0.86206 -1.17892 0.22364
C -0.43033 1.43141 -3.37056
O -0.25002 1.38079 -2.16718
N -0.74786 0.37029 -4.16312
C -0.94807 0.50772 -5.59172
C -0.89019 -0.94029 -3.55676
H -0.34646 2.37786 -3.92821
H -1.96306 0.18898 -5.84207
H -0.22783 -0.12590 -6.11549
H -0.81011 1.54260 -5.90839
H -1.67657 -0.90140 -2.79880
H 0.04967 -1.21441 -3.07128
H -1.14423 -1.68535 -4.31103
*
```